A) ORCA calculation (ωB97M-V with the def2-TZVPD basis set) on C17H23N3O3 in the gas phase.

Each line ends with the natural charge from an NBO analysis.
Element x y z (Å)
1 O 1.173 3.333 0.290  -0.595
2 O -2.485 2.818 -1.415  -0.615
3 O -1.353 -0.210 1.647  -0.623
4 N -3.171 1.074 -0.148  -0.630
5 N 1.734 1.170 0.833  -0.627
6 N -0.398 1.744 0.919  -0.461
7 C -2.449 2.180 -0.385  0.662
8 C 1.049 -0.038 1.202  -0.138
9 C -0.393 0.446 1.307  0.712
10 C 5.669 0.846 -0.808  -0.217
11 C 2.501 -1.875 0.175  -0.420
12 C -4.310 -1.745 0.987  -0.624
13 C -4.443 -1.987 -0.512  -0.389
14 C -1.562 2.595 0.807  -0.315
15 C 4.803 0.397 -1.792  -0.213
16 C 3.631 -0.945 -0.170  -0.050
17 C 0.903 2.214 0.622  0.797
18 C 4.509 -0.494 0.809  -0.236
19 C 5.523 0.395 0.492  -0.206
20 C 1.144 -1.162 0.159  -0.388
21 C -3.611 -1.029 -1.366  -0.405
22 C 3.793 -0.493 -1.474  -0.163
23 C -3.976 0.446 -1.174  -0.234
24 H -2.138 2.550 1.735  0.219
25 H -4.813 -2.537 1.538  0.213
26 H -2.996 0.539 0.693  0.428
27 H -2.552 -1.161 -1.134  0.201
28 H -5.494 -1.899 -0.801  0.193
29 H 2.718 1.203 0.626  0.437
30 H -4.127 -3.008 -0.738  0.200
31 H 4.916 0.741 -2.809  0.218
32 H 6.457 1.540 -1.056  0.219
33 H -3.265 -1.732 1.287  0.220
34 H -4.768 -0.801 1.271  0.197
35 H 3.124 -0.844 -2.247  0.204
36 H 4.402 -0.844 1.826  0.213
37 H -1.192 3.608 0.631  0.267
38 H -5.037 0.538 -0.914  0.188
39 H 0.959 -0.734 -0.829  0.213
40 H -3.754 -1.293 -2.416  0.211
41 H 6.199 0.735 1.263  0.218
42 H 2.465 -2.689 -0.552  0.224
43 H 0.353 -1.883 0.377  0.231
44 H 2.666 -2.311 1.162  0.210
45 H 1.393 -0.411 2.175  0.219
46 H -3.799 1.014 -2.090  0.237

Properties
* Kohn-Sham gap: 10.1 eV

B) ORCA calculation (ωB97M-V with the def2-TZVPD basis set) on a molecular structure, C17H23N3O3.

Each line ends with the natural charge from an NBO analysis.
Element x y z (Å)
1 O -0.263 4.005 -0.212  -0.727
2 O -1.892 2.966 -1.270  -0.580
3 O 3.733 2.136 0.283  -0.617
4 N 1.311 2.061 0.424  -0.649
5 N 2.806 0.451 -1.676  -0.793
6 N -2.448 -2.014 -0.645  -0.567
7 C -4.143 0.997 0.403  -0.166
8 C -4.891 -1.658 -0.264  -0.273
9 C 3.192 -0.829 1.763  -0.611
10 C -3.585 -1.175 -0.344  0.176
11 C -5.538 0.564 0.602  -0.261
12 C -0.793 2.777 -0.653  0.788
13 C 2.621 1.581 0.159  0.696
14 C -5.901 -0.724 0.178  -0.200
15 C 3.697 -0.684 0.355  -0.275
16 C -3.142 0.181 -0.026  -0.119
17 C -1.373 -1.256 -0.180  0.038
18 C 2.538 0.218 -0.350  -0.171
19 C -0.847 0.977 1.005  -0.415
20 C 4.168 -2.131 -0.284  -0.400
21 C -1.714 0.063 0.274  -0.129
22 C 2.558 -2.646 -0.795  -0.636
23 C -0.036 1.632 -0.140  -0.165
24 H 4.507 0.081 0.439  0.239
25 H 4.669 -2.718 0.573  0.229
26 H -0.440 -1.683 -0.324  0.187
27 H 0.143 0.933 -0.928  0.247
28 H -1.078 4.643 -0.353  0.524
29 H -2.449 -3.048 -0.723  0.424
30 H 1.572 -0.314 -0.374  0.195
31 H 4.334 -1.004 2.521  0.209
32 H -5.308 -2.631 -0.523  0.224
33 H 1.636 -2.564 -0.127  0.197
34 H -3.968 2.279 0.465  0.218
35 H 4.769 -1.999 -1.316  0.233
36 H 2.505 -1.744 1.876  0.205
37 H 1.208 3.101 0.385  0.420
38 H 2.181 1.273 -1.993  0.341
39 H -1.616 1.640 1.615  0.245
40 H 2.433 0.122 2.359  0.227
41 H 3.705 0.842 -1.779  0.371
42 H -0.291 0.494 1.781  0.251
43 H -6.976 -0.889 -0.052  0.212
44 H 2.191 -1.835 -1.606  0.224
45 H -6.526 1.098 0.707  0.230
46 H 2.742 -3.568 -1.229  0.203

Properties
* Kohn-Sham gap: 8.2 eV

C) ORCA calculation (ωB97M-V with the def2-TZVPD basis set) on C17H23N3O3 in the gas phase.

Each line ends with the natural charge from an NBO analysis.
Element x y z (Å)
1 O 1.223 -0.251 -1.067  -0.556
2 O -0.472 3.695 3.080  -0.632
3 O -0.791 -1.198 2.972  -0.269
4 N -0.615 -1.953 1.853  -0.144
5 N -1.806 -0.144 1.347  -0.546
6 N -0.918 2.638 1.132  -0.630
7 C 0.744 1.067 -1.035  -0.050
8 C 1.224 1.888 0.171  -0.444
9 C 2.588 -0.436 -1.427  0.108
10 C -2.104 -1.065 -1.388  -0.199
11 C -2.352 2.197 3.019  -0.482
12 C -0.578 -2.864 -0.892  -0.172
13 C 3.452 -0.696 -0.192  -0.630
14 C -0.644 -3.274 -2.208  -0.213
15 C -1.901 0.869 3.634  -0.463
16 C 0.290 3.065 0.462  -0.230
17 C -1.228 -1.305 0.898  0.282
18 C -1.511 -0.130 2.611  0.550
19 C -1.306 -1.751 -0.477  -0.019
20 C -1.431 -2.583 -3.116  -0.199
21 C 2.649 -1.627 -2.383  -0.618
22 C -1.148 2.926 2.430  0.674
23 C -2.163 -1.482 -2.704  -0.216
24 H 4.466 -0.943 -0.494  0.208
25 H -0.343 0.954 -0.997  0.178
26 H 1.259 1.238 1.047  0.212
27 H -2.680 -0.215 -1.052  0.224
28 H 2.232 2.265 -0.013  0.207
29 H -2.780 -0.947 -3.411  0.215
30 H 0.774 3.777 1.135  0.242
31 H 3.666 -1.779 -2.732  0.206
32 H -3.106 2.016 2.255  0.225
33 H -2.771 2.824 3.807  0.241
34 H -1.430 1.868 0.722  0.419
35 H 3.035 -1.529 0.367  0.215
36 H 2.305 -2.520 -1.870  0.209
37 H -1.475 -2.904 -4.147  0.214
38 H -1.056 1.030 4.308  0.251
39 H 1.002 1.595 -1.966  0.165
40 H 2.950 0.463 -1.949  0.161
41 H -0.078 -4.135 -2.534  0.215
42 H 0.029 3.577 -0.470  0.189
43 H -2.716 0.439 4.226  0.245
44 H 0.032 -3.384 -0.170  0.228
45 H 3.484 0.175 0.456  0.210
46 H 1.999 -1.452 -3.237  0.216

Properties
* Kohn-Sham gap: 9.7 eV

Relative energy of each structure, in kcal/mol: A) 0.0; B) 229.5; C) 56.7.

A) ORCA calculation (ωB97M-V with the def2-TZVPD basis set) on a molecular structure, C5H15N3.

Each line ends with the natural charge from an NBO analysis.
Element x y z (Å)
1 N -0.955 2.567 -0.292  -0.940
2 N -1.050 0.386 0.386  -0.543
3 N 0.124 -0.410 0.300  -0.294
4 C -1.400 1.407 -0.929  0.173
5 C -0.746 0.971 -2.219  -0.658
6 C 0.808 -0.442 1.598  -0.217
7 C 2.227 -0.988 1.491  -0.618
8 C -0.171 -1.735 -0.224  -0.430
9 H 0.842 0.586 1.959  0.209
10 H 2.745 -0.852 2.441  0.218
11 H 2.780 -0.454 0.717  0.216
12 H 0.006 2.766 -0.564  0.335
13 H 0.757 -2.270 -0.420  0.209
14 H -1.212 0.075 -2.633  0.207
15 H -0.850 1.781 -2.942  0.232
16 H -0.861 1.721 0.711  0.434
17 H -0.706 -1.643 -1.167  0.208
18 H 0.229 -1.030 2.332  0.160
19 H -0.785 -2.331 0.473  0.164
20 H 2.245 -2.052 1.257  0.202
21 H -2.491 1.325 -0.946  0.167
22 H 0.315 0.784 -2.057  0.227
23 H -1.853 -0.160 0.730  0.341

Properties
* Kohn-Sham gap: 9.1 eV

B) ORCA calculation (ωB97M-V with the def2-TZVPD basis set) on C5H15N3 in the gas phase.

Each line ends with the natural charge from an NBO analysis.
Element x y z (Å)
1 N -2.411 -0.161 1.739  -0.829
2 N 0.956 2.393 -0.659  -0.849
3 N 1.414 -0.367 -0.969  -0.637
4 C 1.223 -1.458 -1.901  -0.409
5 C 0.271 0.073 -0.216  -0.058
6 C -1.662 -1.171 0.961  -0.214
7 C 0.590 1.435 0.366  -0.212
8 C -0.144 -0.898 0.893  -0.419
9 H 0.262 -1.453 -2.441  0.162
10 H -0.601 0.224 -0.861  0.143
11 H 2.041 -1.439 -2.607  0.203
12 H 1.278 -2.418 -1.389  0.182
13 H -1.799 -2.144 1.434  0.181
14 H 0.173 -0.538 1.875  0.201
15 H 1.489 3.170 -0.292  0.366
16 H -2.012 -1.230 -0.068  0.172
17 H -3.144 0.237 1.152  0.352
18 H -1.796 0.635 1.884  0.343
19 H 0.132 2.790 -1.092  0.358
20 H 1.875 0.425 -1.392  0.385
21 H -0.252 1.765 0.991  0.159
22 H 0.354 -1.866 0.779  0.223
23 H 1.358 1.321 1.136  0.197

Properties
* Kohn-Sham gap: 9.4 eV

Relative energy of each structure, in kcal/mol: A) 63.4; B) 0.0.